Entry 1:
9
Properties=species:S:1:pos:R:3 method="wB97M-V/def2-TZVPD" energy_ev=-8279.4067 de_lowest_kcal_mol=50.95 spin_multiplicity=1 gap_ev=10.509 charge=+1
C 0.272 -0.683 2.483
C 0.135 -0.908 1.311
C -0.174 1.199 -1.567
C 0.002 -1.133 -0.119
O -0.178 -1.749 -1.097
O 0.176 0.601 -0.536
H 0.619 -0.346 3.424
H 0.295 2.147 -1.793
H -1.147 0.871 -2.105


Entry 2:
119
Properties=species:S:1:pos:R:3 method="wB97M-V/def2-TZVPD" energy_ev=-130766.7642 de_lowest_kcal_mol=671.93 spin_multiplicity=3 gap_ev="3.608 / 3.606" s2=2.01 charge=-2
Ti 12.179 13.711 10.287
S 12.950 12.961 7.086
P 13.600 11.927 8.577
C 12.721 11.738 10.011
P 11.676 10.617 10.638
S 9.853 10.194 9.884
C 11.555 11.214 12.427
C 10.337 11.145 13.159
C 10.440 11.672 14.392
C 11.525 11.821 15.244
C 12.879 11.669 14.356
C 12.775 11.437 13.064
C 12.644 9.110 10.979
C 12.191 7.737 11.141
C 12.692 6.576 11.711
C 14.048 6.853 11.795
C 14.754 8.033 11.683
C 14.022 9.147 11.042
C 14.268 10.406 7.684
C 13.382 9.373 7.540
C 13.818 8.074 7.388
C 15.179 7.722 7.179
C 16.091 8.698 7.426
C 15.658 10.050 7.627
C 15.143 12.686 9.295
C 15.690 12.453 10.541
C 16.803 13.265 10.987
C 17.663 13.779 10.007
C 17.203 13.862 8.663
C 15.937 13.344 8.332
H 9.334 10.898 12.354
H 9.429 11.574 15.295
H 11.236 12.237 16.251
H 13.609 11.935 14.998
H 13.905 11.467 12.776
H 11.027 7.599 10.831
H 12.124 5.656 11.614
H 20.838 9.491 12.732
H 15.743 7.992 11.830
H 14.445 10.130 10.951
H 12.307 9.506 7.509
H 13.040 7.475 7.199
H 15.462 6.803 6.705
H 17.174 8.473 7.380
H 16.512 10.817 7.902
H 15.034 11.890 11.380
H 17.145 13.113 12.048
H 18.645 14.078 10.367
H 17.864 14.493 8.009
H 15.651 13.901 7.455
C 9.847 16.357 9.229
C 11.303 16.133 8.695
O 11.641 14.872 8.679
C 12.065 17.210 8.410
C 13.479 17.019 8.176
C 14.178 17.151 6.762
N 14.296 16.761 9.073
N 13.870 17.067 10.477
C 13.641 16.079 11.234
O 13.373 14.772 10.954
C 13.507 16.336 12.755
C 13.876 17.518 13.346
C 13.770 17.841 14.613
C 13.068 16.919 15.543
C 12.613 15.682 14.933
C 12.698 15.463 13.396
H 9.580 16.282 8.267
H 10.033 17.092 10.073
H 9.666 15.719 10.059
H 11.507 18.211 8.882
H 15.369 16.829 6.772
H 14.172 18.226 6.609
H 13.764 16.751 5.854
H 14.134 18.488 12.741
H 13.633 18.857 15.159
H 12.823 17.061 16.656
H 11.863 15.032 15.292
H 12.132 14.729 13.181
C 6.219 14.189 16.560
C 6.625 15.461 16.391
C 7.454 16.542 15.822
O 10.905 13.651 11.280
H 5.871 16.010 17.157
H 6.477 13.608 15.594
H 20.707 8.744 12.310
H 8.654 16.489 16.069
H 9.924 19.229 11.072
H 7.582 17.673 16.048
C 6.751 11.306 8.329
C 7.188 12.732 7.752
C 6.895 13.734 8.948
Sb 9.248 12.807 6.969
C 9.087 14.236 5.035
C 8.360 15.462 5.431
C 10.541 14.621 4.772
C 9.238 10.932 5.828
C 10.418 10.876 4.930
C 7.952 10.808 4.988
H 5.722 11.163 8.626
H 7.483 11.040 9.260
H 6.864 10.562 7.552
H 6.382 13.046 6.987
H 7.168 13.530 9.978
H 5.708 13.753 8.758
H 7.336 14.760 8.595
H 8.449 13.484 4.330
H 8.833 16.217 5.917
H 7.465 15.282 6.020
H 8.141 15.969 4.475
H 10.602 15.401 4.003
H 11.247 13.907 4.446
H 11.062 14.908 5.739
H 9.337 10.112 6.514
H 10.436 11.743 4.104
H 10.414 9.990 4.373
H 11.347 11.021 5.383
H 8.099 11.254 4.105
H 6.897 11.342 5.605
H 7.376 9.801 4.930


Entry 3:
95
Properties=species:S:1:pos:R:3 method="wB97M-V/def2-TZVPD" energy_ev=-110521.3511 spin_multiplicity=5 gap_ev="5.216 / 7.213" s2=6.14 charge=+1
Co 0.195 -0.130 0.332
C 0.433 2.769 1.632
P -0.305 2.126 0.084
C -2.093 2.415 0.236
C -2.710 2.720 1.473
C -4.102 3.019 1.497
C -4.870 2.889 0.388
C -4.323 2.342 -0.900
C -2.829 2.307 -0.905
C 0.214 3.230 -1.244
C -0.027 4.601 -1.132
C 0.372 5.451 -2.150
C 1.000 4.937 -3.283
C 1.229 3.574 -3.398
C 0.837 2.719 -2.375
C 0.477 1.624 2.596
C 0.594 1.532 3.953
C 0.771 0.144 4.275
C 0.747 -0.554 3.103
C 0.986 -1.992 2.746
P 0.015 -2.237 1.205
C -1.520 -2.922 1.883
C -1.736 -4.298 1.929
C -2.840 -4.798 2.606
C -3.722 -3.934 3.245
C -3.500 -2.563 3.214
C -2.401 -2.057 2.536
C 0.739 -3.443 0.089
C 2.106 -3.705 0.081
C 2.648 -4.520 -0.901
C 1.833 -5.054 -1.890
C 0.471 -4.777 -1.900
C -0.077 -3.973 -0.913
N 0.535 0.344 2.063
H -0.097 3.637 2.020
H 1.442 3.090 1.364
H -2.140 2.739 2.395
H -4.546 3.376 2.420
H -5.923 3.153 0.415
H -4.674 2.934 -1.753
H -2.337 2.135 -1.858
H -0.535 5.000 -0.259
H 0.187 6.516 -2.067
H 1.305 5.605 -4.079
H 1.706 3.175 -4.285
H 0.995 1.649 -2.462
H 0.596 2.358 4.650
H 0.917 -0.268 5.264
H 0.626 -2.666 3.519
H 2.043 -2.208 2.567
H -1.052 -4.980 1.438
H -3.006 -5.867 2.640
H -4.580 -4.332 3.774
H -4.181 -1.888 3.720
H -2.221 -0.985 2.530
H 2.750 -3.277 0.840
H 3.709 -4.737 -0.895
H 2.261 -5.685 -2.660
H -0.163 -5.174 -2.682
H -1.139 -3.752 -0.932
C 3.579 0.520 1.923
N 3.980 0.752 0.545
C 5.000 1.774 0.351
C 3.374 0.110 -0.479
N 2.169 -0.381 -0.359
N 4.084 0.007 -1.649
C 3.382 -0.274 -2.892
C 5.485 -0.405 -1.628
H 4.470 0.349 2.532
H 2.937 -0.354 1.979
H 3.037 1.373 2.339
H 4.721 2.661 0.922
H 5.071 2.048 -0.697
H 5.978 1.440 0.703
H 1.945 -0.944 -1.173
H 2.393 0.178 -2.879
H 3.272 -1.349 -3.077
H 3.943 0.157 -3.720
H 5.824 -0.545 -0.605
H 6.134 0.326 -2.114
H 5.590 -1.356 -2.154
O -0.935 -1.508 -3.309
C -1.257 -1.009 -2.253
O -0.362 -0.625 -1.354
C -2.661 -0.678 -1.916
C -3.133 -0.719 -0.578
C -4.257 -0.074 -0.209
C -4.904 0.881 -1.163
C -4.634 0.506 -2.601
C -3.531 -0.198 -2.938
H -2.593 -1.303 0.148
H -4.633 -0.139 0.807
H -5.976 0.957 -0.967
H -5.313 0.879 -3.361
H -3.267 -0.389 -3.972


Entry 4:
20
Properties=species:S:1:pos:R:3 method="wB97M-V/def2-TZVPD" energy_ev=-12978.1308 de_lowest_kcal_mol=56.34 spin_multiplicity=1 gap_ev=11.480 charge=+1
C -0.752 1.585 1.034
C -1.041 1.324 -0.456
C 0.054 0.521 -1.256
O -0.407 0.493 -2.555
O 1.101 0.027 -0.963
N -0.156 0.261 1.598
H 0.105 2.183 1.229
H -1.692 1.397 1.618
H -1.428 2.282 -0.839
H -1.940 0.599 -0.542
H 0.191 -0.086 -3.259
H -0.692 -0.541 1.204
H -0.150 0.237 2.715
H 0.810 0.055 1.250
H 2.507 -1.896 1.256
H 2.965 -0.355 0.924
O 2.200 -0.876 1.348
H -0.380 -2.325 -0.069
H -1.431 -3.213 0.795
O -1.312 -2.236 0.496


Entry 5:
19
Properties=species:S:1:pos:R:3 method="wB97M-V/def2-TZVPD" energy_ev=-31348.5928 spin_multiplicity=3 gap_ev="3.791 / 5.785" s2=2.01 charge=-1
C 0.820 -1.901 -0.885
C 0.818 0.148 0.607
C 0.054 1.399 1.003
C -0.031 -0.791 -0.255
N -0.779 -0.156 -1.339
O 1.765 -2.428 -0.362
O -1.412 0.261 3.064
O 0.395 -2.225 -2.106
O -2.574 0.490 0.772
P -1.559 0.919 1.759
I -2.178 3.585 2.201
H 1.115 -0.393 1.509
H 1.732 0.419 0.064
H 0.610 1.963 1.750
H -0.145 2.049 0.151
H -0.763 -1.286 0.397
H -1.634 0.232 -0.943
H -0.352 -1.590 -2.288
H -0.236 0.604 -1.736


Entry 6:
12
Properties=species:S:1:pos:R:3 method="wB97M-V/def2-TZVPD" energy_ev=-7100.7487 de_lowest_kcal_mol=48.39 spin_multiplicity=1 gap_ev=10.333 smiles="[H]/N=C/N(N)[NH3+]" charge=+1
H 2.420 -1.106 -1.257
N 1.507 -0.836 -1.110
C 1.112 -0.260 -0.084
N -0.120 0.429 -0.107
N -1.178 -0.325 -0.890
N -0.705 0.748 1.130
H 1.642 -0.126 0.950
H -1.596 0.435 -1.527
H -0.621 -1.093 -1.468
H -1.651 1.098 0.931
H -0.817 -0.221 1.700
H 0.007 1.256 1.731